Record 1
DFT (ωB97M-V/def2-TZVPD) results for a single C4H7NO molecule.

Last column: Löwdin charge in e.
Cartesian coordinates (Å):
C1 -1.137091 -0.673907 0.061115  -0.16
O1 0.041892 -1.392724 -0.275454  -0.13
C2 1.137353 -0.664626 0.247897  -0.17
C3 0.753322 0.795542 0.104090  -0.24
N1 0.019714 1.260238 -1.062565  0.07
C4 -0.727851 0.788922 0.091994  -0.25
H1 -1.526112 -0.984859 1.042701  0.12
H2 -1.884341 -0.907325 -0.704972  0.13
H3 1.261636 -0.840569 1.330344  0.13
H4 2.040818 -1.005008 -0.266882  0.13
H5 1.358307 1.538766 0.615965  0.14
H6 -0.000721 0.580094 -1.819530  0.10
H7 -1.336928 1.505462 0.635302  0.14

Atoms 1-6, force components in eV/Å:
C -0.216 0.114 0.017
O 0.002 -0.036 -0.023
C 0.208 0.098 0.000
C 0.161 -0.030 0.267
N 0.061 -0.094 -0.256
C -0.188 -0.019 0.164

Calculated values
E_LUMO in eV: 1.08
Kohn-Sham gap in hartree: 0.3909
E_HOMO in Eh: -0.3512
Max |F| in eV/Å: 0.313
SMILES string: C1OC[C@H]2N[C@@H]12
Energy above the lowest of the compared OMol25 structures with the same formula, charge and spin in kcal per mole: 47.6

***

Record 2
DFT (ωB97M-V/def2-TZVPD) results for 2 unconnected molecules or ions with the total composition C4H7NO.

Last column: Löwdin charge in e.
Cartesian coordinates (Å):
C1 -1.326097 -1.510865 1.055890  -0.35
C2 0.124542 1.333804 -1.548442  -0.18
C3 1.365000 1.228025 -0.682394  -0.19
C4 0.616140 0.033409 -1.088385  -0.07
N1 -0.930134 -1.598387 2.305870  0.11
O1 -2.331782 -1.781932 0.470245  0.05
H1 -0.765971 1.746847 -1.096407  0.09
H2 0.223757 1.605556 -2.595886  0.09
H3 2.335588 1.421807 -1.126011  0.09
H4 1.294578 1.581023 0.337403  0.09
H5 0.946006 -0.811372 -1.656018  0.07
H6 -0.008319 -1.304490 2.576781  0.09
H7 -1.543310 -1.943426 3.047355  0.12

Atoms 1-6, force components in eV/Å:
C -0.167 0.279 -1.771
C -0.225 0.031 -0.202
C 0.233 0.024 0.095
C -0.031 0.181 0.182
N -0.141 -0.266 1.329
O 0.369 0.016 0.747

Calculated values
E_LUMO (spin up / spin down) in eV: 0.11 / 0.55
Kohn-Sham gap (spin up / spin down) in hartree: 0.3068 / 0.3099
E_HOMO (spin up / spin down) in Eh: -0.3028 / -0.2896
Max |F| in eV/Å: 1.800
Energy above the lowest of the compared OMol25 structures with the same formula, charge and spin in kcal per mole: 116.5

***

Record 3
DFT (ωB97M-V/def2-TZVPD) results for a single C4H7NO molecule.

Last column: Löwdin charge in e.
Cartesian coordinates (Å):
C1 -0.955429 -0.428138 1.238243  -0.06
C2 -0.417993 -0.735738 -0.133847  -0.33
N1 -0.710021 0.160116 -1.233102  0.06
C3 0.673886 0.053538 -0.776486  -0.25
C4 1.317210 1.256972 -0.168978  -0.22
O1 2.517034 1.286643 -0.014148  0.05
H1 -1.053795 0.651142 1.383711  0.08
H2 -0.271297 -0.824719 1.995921  0.08
H3 -1.937618 -0.888261 1.387111  0.08
H4 -0.374198 -1.799169 -0.378412  0.14
H5 -0.907599 -0.336890 -2.099984  0.10
H6 1.439147 -0.520815 -1.302421  0.15
H7 0.680672 2.125325 0.102390  0.13

Atoms 1-6, force components in eV/Å:
C 0.004 0.061 0.021
C 0.014 -0.163 0.235
N -0.213 0.009 -0.145
C 0.452 -0.123 -0.115
C 0.354 -0.065 0.008
O -0.493 0.156 0.052

Calculated values
E_LUMO in eV: 0.92
Kohn-Sham gap in hartree: 0.3947
E_HOMO in Eh: -0.3607
Max |F| in eV/Å: 0.519
SMILES string: C[C@H]1N[C@H]1C=O
Energy above the lowest of the compared OMol25 structures with the same formula, charge and spin in kcal per mole: 45.7

***

Record 4
DFT (ωB97M-V/def2-TZVPD) results for a single C4H7NO molecule.

Last column: Löwdin charge in e.
Cartesian coordinates (Å):
C1 1.343970 -0.539145 -1.009714  -0.01
N1 0.126014 0.045717 -0.440875  -0.22
C2 -0.531587 0.998970 -1.098094  0.00
C3 -1.043798 -0.057928 1.817999  -0.07
C4 -0.359003 -0.564682 0.663172  -0.31
O1 0.265103 -0.733633 1.886852  -0.01
H1 2.166491 -0.365216 -0.309860  0.10
H2 1.210849 -1.612795 -1.151720  0.10
H3 1.561667 -0.042784 -1.955837  0.09
H4 -0.542733 0.977148 -2.181470  0.06
H5 -1.300697 1.528586 -0.549379  0.06
H6 -0.980503 0.974922 2.156976  0.11
H7 -1.915773 -0.609160 2.171951  0.10

Atoms 1-6, force components in eV/Å:
C 0.050 0.004 0.004
N 0.321 -0.320 0.090
C -0.306 0.353 -0.174
C -0.150 0.007 0.211
C -0.269 -0.001 -0.024
O -0.067 -0.035 -0.019

Calculated values
E_LUMO (spin up / spin down) in eV: 0.68 / 0.84
Kohn-Sham gap (spin up / spin down) in hartree: 0.2822 / 0.2947
E_HOMO (spin up / spin down) in Eh: -0.2572 / -0.2636
Max |F| in eV/Å: 0.499
Energy above the lowest of the compared OMol25 structures with the same formula, charge and spin in kcal per mole: 117.5

***

Record 5
DFT (ωB97M-V/def2-TZVPD) results for a single C4H7NO molecule.

Last column: Löwdin charge in e.
Cartesian coordinates (Å):
C1 -0.816458 -0.849401 -1.068738  -0.06
C2 -0.477397 0.171896 -0.025686  -0.37
C3 0.876641 0.224058 0.564271  -0.11
C4 1.849621 -0.628458 0.240155  0.03
H1 -0.760315 -1.883893 -0.677782  0.09
H2 -1.822629 -0.657706 -1.459751  0.08
H3 -0.075134 -0.785381 -1.878656  0.08
H4 1.083836 1.060673 1.238518  0.10
H5 2.853126 -0.543375 0.654706  0.06
H6 1.687070 -1.445307 -0.460185  0.06
H7 -1.886216 2.443033 1.326376  0.08
N1 -1.417933 0.977066 0.291946  0.02
O1 -1.094213 1.916794 1.254826  -0.06

Atoms 1-6, force components in eV/Å:
C 0.154 -0.309 -0.169
C 0.117 0.167 0.518
C 0.274 0.294 -0.077
C -0.068 -0.005 0.004
H -0.085 0.518 -0.059
H 0.324 -0.093 0.104

Calculated values
E_LUMO in eV: 0.88
Kohn-Sham gap in hartree: 0.3686
E_HOMO in Eh: -0.3362
Max |F| in eV/Å: 0.831
SMILES string: C=C/C(C)=N\O
Energy above the lowest of the compared OMol25 structures with the same formula, charge and spin in kcal per mole: 62.4

***

Record 6
DFT (ωB97M-V/def2-TZVPD) results for a single C4H7NO molecule.

Last column: Löwdin charge in e.
Cartesian coordinates (Å):
C1 -1.836564 -1.057551 -0.076039  -0.07
C2 -0.962168 0.144750 -0.334862  -0.22
O1 -0.119766 0.270613 0.829734  -0.01
C3 2.311490 1.010517 0.168847  -0.06
C4 1.170746 0.242059 0.544260  -0.49
N1 2.155881 -0.519392 0.492970  0.20
H1 -2.399838 -0.916318 0.851309  0.08
H2 -2.538634 -1.227326 -0.895383  0.08
H3 -1.200162 -1.938847 0.045264  0.09
H4 -1.530217 1.074373 -0.441356  0.12
H5 -0.343297 0.010581 -1.233202  0.13
H6 2.809335 1.620194 0.919881  0.08
H7 2.483196 1.286352 -0.871418  0.08

Atoms 1-6, force components in eV/Å:
C -0.132 -0.122 -0.054
C -0.261 -0.092 -0.181
O 0.106 -0.072 0.140
C 0.160 0.404 -0.106
C 0.449 -0.103 -0.019
N -0.411 0.257 0.117

Calculated values
E_LUMO in eV: 0.99
Kohn-Sham gap in hartree: 0.3980
E_HOMO in Eh: -0.3617
Max |F| in eV/Å: 0.498
SMILES string: CCOC1=NC1
Energy above the lowest of the compared OMol25 structures with the same formula, charge and spin in kcal per mole: 73.8

***

Record 7
DFT (ωB97M-V/def2-TZVPD) results for a single C4H7NO molecule.

Last column: Löwdin charge in e.
Cartesian coordinates (Å):
C1 0.158054 -0.884936 1.045959  -0.17
C2 0.408178 1.265867 0.052026  -0.15
C3 -0.658287 0.573485 -0.699018  -0.30
C4 -0.656067 -0.851869 -0.204763  -0.28
H1 1.059450 -1.618804 0.901631  0.15
H2 -0.400737 -0.828726 2.056027  0.15
H3 0.136294 2.218462 0.652882  0.15
H4 1.198723 1.406343 -0.651669  0.11
H5 -1.709181 1.137633 -1.054233  0.20
H6 -0.681832 -1.030631 -1.859020  0.08
H7 -1.338664 -1.812383 -0.313635  0.18
N1 -0.121301 -0.424200 -1.392496  0.05
O1 0.884223 0.360278 1.106283  -0.17

Atoms 1-6, force components in eV/Å:
C 2.746 0.285 0.986
C -0.122 1.473 2.872
C -7.118 3.635 1.239
C -2.481 -2.312 4.560
H -2.016 0.442 0.949
H 0.491 -1.329 -1.797

Calculated values
E_LUMO in eV: 0.93
Kohn-Sham gap in hartree: 0.3626
E_HOMO in Eh: -0.3284
Max |F| in eV/Å: 8.088
SMILES string: C1OC[C@H]2N[C@@H]12
Energy above the lowest of the compared OMol25 structures with the same formula, charge and spin in kcal per mole: 111.2

***

Record 8
DFT (ωB97M-V/def2-TZVPD) results for a single C4H7NO molecule.

Last column: Löwdin charge in e.
Cartesian coordinates (Å):
O1 -2.121678 -1.125675 0.295942  0.01
C1 -1.104278 -0.459987 -0.312386  -0.23
C2 0.166441 1.652046 0.347242  -0.11
N1 0.881640 1.214961 -0.605791  -0.04
C3 1.382006 -0.120205 -0.322414  -0.26
C4 0.139142 -0.971555 -0.428758  -0.08
H1 -1.703114 -1.654453 0.987753  0.10
H2 -1.457450 0.474256 -0.734902  0.11
H3 0.142920 1.192597 1.348599  0.09
H4 -0.525459 2.476463 0.178934  0.08
H5 1.780097 -0.208847 0.712414  0.11
H6 2.191480 -0.417091 -0.997508  0.10
H7 0.228253 -2.052507 -0.469129  0.11

Atoms 1-6, force components in eV/Å:
O -0.134 -0.532 -0.121
C 0.170 -0.281 -0.305
C 0.390 0.410 -0.156
N -0.165 0.334 0.348
C -0.013 -0.047 -0.147
C -0.239 -0.079 0.112

Calculated values
E_LUMO in eV: 0.77
Kohn-Sham gap in hartree: 0.3456
E_HOMO in Eh: -0.3171
Max |F| in eV/Å: 0.587
SMILES string: C=NC/C=C/O
Energy above the lowest of the compared OMol25 structures with the same formula, charge and spin in kcal per mole: 74.9

***

Record 9
DFT (ωB97M-V/def2-TZVPD) results for a single C4H7NO molecule.

Last column: Löwdin charge in e.
Cartesian coordinates (Å):
C1 0.347064 0.513472 -0.425638  -0.29
C2 -1.264081 0.755930 -0.429485  -0.27
C3 -2.164259 -0.123126 0.283331  -0.11
C4 2.537461 -0.192084 0.138958  -0.02
N1 -0.114917 1.509758 0.256954  0.13
O1 1.355590 -0.322493 -0.664633  -0.05
H1 -1.686313 1.148217 -1.316516  0.09
H2 -2.082871 -1.139178 -0.153784  0.09
H3 -3.078528 0.416195 0.436367  0.07
H4 -1.666002 -0.337992 1.260596  0.09
H5 2.358236 -0.624466 1.075084  0.08
H6 2.746701 0.836820 0.124603  0.08
H7 3.255100 -0.692782 -0.463069  0.09

Atoms 1-6, force components in eV/Å:
C -4.803 1.055 0.810
C 5.282 -0.655 -1.191
C 1.757 -1.510 2.146
C -0.765 0.321 -1.797
N 1.408 -1.451 -0.696
O -1.645 0.614 -0.148

Calculated values
E_LUMO in eV: 0.93
Kohn-Sham gap in hartree: 0.3594
E_HOMO in Eh: -0.3251
Max |F| in eV/Å: 5.454
SMILES string: COC1=N[C@@H]1C
Energy above the lowest of the compared OMol25 structures with the same formula, charge and spin in kcal per mole: 92.9